[1]
Formula: C4H15N2O2
Source: the Open Molecules 2025 dataset
Level of theory: the ωB97M-V functional and the def2-TZVPD basis

Geometry (Å):
C -0.64 -0.61 2.28
C -1.72 -0.29 3.12
C 1.75 0.13 -0.71
C 0.60 1.13 -0.69
N 2.55 0.42 -1.84
N -1.20 -1.05 0.75
H -0.70 0.43 1.96
H 0.33 -1.11 2.31
H -2.19 -1.14 3.60
H -1.82 0.64 3.63
H 0.14 0.99 -1.68
H -0.08 0.89 0.11
H 1.19 -0.84 -0.76
H 2.24 0.12 0.27
H 3.54 0.23 -1.69
H -1.88 -0.22 0.61
H -1.96 -1.71 0.99
H 1.80 -0.28 -2.87
H 0.90 -1.15 -4.12
O 0.94 -0.73 -3.26
H -2.88 1.03 -0.68
H 1.00 2.15 -0.68
O -1.91 0.94 -0.63

## Properties
**DFT total energy**: -420.97762 hartree
**Energy relative to the best compared isomer or geometry (same formula, charge and spin)**: 870.68 kJ/mol
**LUMO energy (spin up / spin down)**: -3.426 / -3.425 eV
**<S²>**: 0.755
**Multiplicity**: 2
**HOMO-LUMO gap (spin up / spin down)**: 4.934 / 4.923 eV

---

[2]
Formula: C4H15N2O2
Source: the Open Molecules 2025 dataset
Level of theory: the ωB97M-V functional and the def2-TZVPD basis

Geometry (Å):
C -1.05 0.83 -1.44
O -1.01 2.24 -1.61
C -0.21 0.59 -0.17
C -0.22 -0.97 0.10
C 1.14 -1.59 0.12
N 2.03 -0.96 1.22
N 1.23 0.99 -0.39
H -0.50 0.35 -2.27
H -2.07 0.47 -1.31
H -1.40 2.49 -2.45
H -0.68 1.23 0.59
H -0.88 -1.42 -0.63
H -0.86 -1.01 1.01
H 1.55 -1.54 -0.90
H 1.12 -2.67 0.36
H 1.96 0.05 0.90
H 3.04 -1.12 1.16
H 1.73 -1.39 2.08
H 1.33 1.94 -0.02
H 1.49 0.99 -1.37
H -2.90 0.51 0.95
H -2.51 -0.10 2.51
O -2.34 0.10 1.59

## Properties
**DFT total energy**: -421.11875 hartree
**Energy relative to the best compared isomer or geometry (same formula, charge and spin)**: 196.14 kJ/mol
**LUMO energy**: -2.957 eV
**HOMO-LUMO gap**: 10.931 eV
**Total charge**: +1

---

[3]
Formula: C4H15N2O2
Source: the Open Molecules 2025 dataset
Level of theory: the ωB97M-V functional and the def2-TZVPD basis

Geometry (Å):
N 0.02 0.38 2.17
C 0.26 0.17 0.70
C -0.89 0.72 -0.11
O -2.05 0.53 0.68
C 1.71 0.58 0.31
N 1.98 0.26 -1.03
C 2.30 -1.11 -1.33
H 0.43 -0.37 2.69
H -1.00 0.36 2.29
H 0.46 1.24 2.46
H 0.27 -0.91 0.52
H -1.00 0.15 -1.03
H -0.83 1.80 -0.26
H -2.73 -0.01 0.29
H 1.76 1.66 0.49
H 2.39 0.08 1.02
H 2.28 0.91 -1.74
H 1.45 -1.80 -1.22
H 3.11 -1.52 -0.72
H 2.54 -1.26 -2.38
H -4.57 0.03 -1.33
H -4.03 -1.36 -1.45
O -3.85 -0.52 -1.01

## Properties
**DFT total energy**: -421.13970 hartree
**Energy relative to the best compared isomer or geometry (same formula, charge and spin)**: 141.12 kJ/mol
**LUMO energy**: -3.054 eV
**HOMO-LUMO gap**: 9.187 eV
**Total charge**: +1

---

[4]
Formula: C4H15N2O2
Source: the Open Molecules 2025 dataset
Level of theory: the ωB97M-V functional and the def2-TZVPD basis

Geometry (Å):
C -0.10 0.05 -2.51
C -1.48 -0.23 -1.84
C -1.41 -0.29 -0.36
C -0.77 0.62 0.33
N -0.69 0.68 1.79
N 1.07 -0.54 -1.84
H 0.09 1.12 -2.43
H -0.15 -0.21 -3.57
H -1.94 -1.10 -2.32
H -2.08 0.56 -2.29
H -1.94 -1.11 0.12
H -0.35 1.52 -0.09
H 0.27 0.92 2.05
H -1.32 1.40 2.15
H -0.89 -0.21 2.27
H 1.03 -1.56 -1.86
H 1.85 -0.34 -2.46
H 2.85 0.98 0.90
H 1.84 0.41 -0.10
O 1.89 0.92 0.74
H 1.25 -0.67 4.08
H 0.58 -1.89 3.43
O 0.40 -1.03 3.81

## Properties
**DFT total energy**: -421.14511 hartree
**Energy relative to the best compared isomer or geometry (same formula, charge and spin)**: 126.92 kJ/mol
**LUMO energy**: -2.885 eV
**HOMO-LUMO gap**: 10.521 eV
**Total charge**: +1